1.
Molecular formula: C4H10O2
Method: DFT, ωB97M-V/def2-TZVPD

Geometry as ORCA input:
```
! wB97M-V def2-TZVPD RIJCOSX def2/J DEFGRID3
* xyz 0 1
C -1.8194 0.2725 0.4323
O -1.5295 0.1524 -0.9943
C -1.9762 1.7203 0.8043
H -2.7781 -0.2124 0.5387
H -0.9851 -0.2302 0.9150
H -2.2797 -0.2082 -1.4778
H -2.7798 2.1704 0.2208
H -2.4600 1.7614 1.7904
H -1.0820 2.3261 0.8154
C 2.1810 -1.8514 0.4407
C 2.3129 -0.5902 0.0258
O 1.4100 0.1109 -0.7096
H 2.8169 -2.1072 1.2751
H 1.4506 -2.5385 0.0313
H 3.1544 -0.0271 0.4078
H 0.8675 -0.5333 -1.1977
*
```

Computed properties:
**F_max**: 0.0380 hartree/bohr
**Total energy**: -308.82598 hartree
**Lowest unoccupied orbital energy**: 0.821 eV
**Gap between HOMO and LUMO**: 9.7 eV

2.
Molecular formula: C25H23N3O7SW
Method: DFT, ωB97M-V/def2-TZVPD

Geometry as ORCA input:
```
! wB97M-V def2-TZVPD RIJCOSX def2/J DEFGRID3
* xyz 2 1
W 1.6628 -0.1002 0.0263
O 3.5207 -0.0085 3.8183
C 3.2173 -0.0743 2.5618
O 2.0589 -0.1895 2.1299
C 4.2933 -0.0226 1.5719
C 5.6574 0.0743 1.7918
C 6.4964 0.1037 0.6878
C 5.9443 0.0442 -0.5919
C 4.5751 -0.0443 -0.7121
N 3.7669 -0.0905 0.3482
C 3.8021 -0.0908 -1.9880
O 4.1988 -0.1441 -3.0918
O 2.4394 -0.0738 -1.6614
H 2.7295 -0.0375 4.3838
H 6.0397 0.1289 2.8019
H 7.5672 0.1794 0.8154
H 6.5590 0.0733 -1.4819
O -0.3577 0.1318 0.5989
C -0.8883 1.5511 0.5794
C 0.3476 2.4556 0.7412
O 0.2254 3.6159 0.9795
O 1.5084 1.8205 0.5638
C -1.4252 1.7558 -0.8231
C -0.7687 1.1921 -1.9092
C -1.2106 1.4057 -3.2034
C -2.3261 2.2057 -3.4211
C -2.9739 2.7929 -2.3446
C -2.5248 2.5712 -1.0488
C -1.9031 1.6109 1.6913
C -3.0353 0.7994 1.5592
C -3.9798 0.7412 2.5701
C -3.8060 1.5010 3.7202
C -2.6894 2.3118 3.8519
C -1.7332 2.3680 2.8457
H -0.7264 -0.3193 1.3742
H 0.1403 0.5987 -1.7945
H -0.6796 0.9716 -4.0408
H -2.6739 2.3808 -4.4301
H -3.8308 3.4314 -2.5101
H -3.0269 3.0388 -0.2119
H -3.1923 0.2409 0.6424
H -4.8595 0.1222 2.4547
H -4.5485 1.4696 4.5062
H -2.5615 2.9162 4.7398
H -0.8840 3.0265 2.9525
S 1.2836 -2.4185 0.3278
C -0.1727 -2.7629 -0.6263
N -1.1868 -3.3718 -0.0451
C -2.4155 -3.7607 -0.7584
C -2.1005 -3.9487 -2.2325
C -1.3809 -2.7227 -2.7682
N -0.2295 -2.4283 -1.8984
H -1.0636 -3.6476 0.9172
H -3.1650 -2.9805 -0.6160
H -2.7884 -4.6767 -0.3068
H -3.0225 -4.1054 -2.7886
H -1.4747 -4.8322 -2.3676
H -2.0325 -1.8476 -2.8002
H -0.9970 -2.9014 -3.7699
H 0.6008 -2.0303 -2.3104
*
```

Computed properties:
**F_max**: 0.0136 hartree/bohr
**Total energy**: -2122.32058 hartree
**Lowest unoccupied orbital energy**: -7.084 eV
**Gap between HOMO and LUMO**: 6.9 eV

3.
Molecular formula: H4NOPS
Method: DFT, ωB97M-V/def2-TZVPD

Geometry as ORCA input:
```
! wB97M-V def2-TZVPD RIJCOSX def2/J DEFGRID3
* xyz 0 1
N 0.5135 -0.6706 -0.4010
O 0.1027 -0.1144 1.9968
P -0.8558 0.1609 0.7837
S -0.1379 2.0765 0.2901
H 0.7097 -1.5668 0.1195
H 0.2096 -0.8316 -1.3564
H 1.0424 0.1023 1.5430
H -0.8886 3.1263 0.7111
*
```

Computed properties:
**F_max**: 0.0711 hartree/bohr
**Total energy**: -871.93124 hartree
**Lowest unoccupied orbital energy**: 0.784 eV
**Gap between HOMO and LUMO**: 10.2 eV

4.
Molecular formula: C26H27N5O3S2V
Method: DFT, ωB97M-V/def2-TZVPD

Geometry as ORCA input:
```
! wB97M-V def2-TZVPD RIJCOSX def2/J DEFGRID3
* xyz 1 3
V -1.2463 -0.5729 -0.1161
C -0.7081 2.8140 1.1064
O -0.9771 2.1389 -0.1253
C -2.1278 2.6703 -0.7742
C -3.3850 2.3374 0.0049
O -3.2890 0.9727 0.3489
C -4.2929 0.5793 1.2802
H -0.7887 3.8945 0.9636
H 0.3104 2.5791 1.3974
H -1.3906 2.5017 1.8978
H -2.1689 2.2088 -1.7578
H -2.0275 3.7534 -0.8934
H -4.2782 2.5295 -0.6005
H -3.4559 2.9500 0.9100
H -5.2889 0.6997 0.8459
H -4.2262 1.1769 2.1934
H -4.1218 -0.4662 1.5187
S -4.0765 -4.0270 -0.9417
C -4.9708 -2.6126 -1.3067
C -4.2436 -1.4750 -1.1132
C -2.9204 -1.7209 -0.6572
C -2.6965 -3.0678 -0.5412
C -1.4050 -3.5704 -0.1639
C -1.0948 -4.9151 0.0337
C 0.1852 -5.2614 0.4151
C 1.1286 -4.2581 0.5974
C 0.7520 -2.9493 0.3843
N -0.4801 -2.6016 -0.0031
H -5.9966 -2.6956 -1.6308
H -4.6557 -0.4902 -1.2846
H -1.8586 -5.6678 -0.1044
H 0.4447 -6.2989 0.5765
H 2.1384 -4.4854 0.9065
H 1.4595 -2.1470 0.5306
O -1.7898 0.5406 3.8948
C -1.5512 0.0023 2.8766
N -1.2989 -0.5500 1.8469
C -2.1595 0.0250 -4.7648
C -1.7119 -0.1146 -3.3981
N -1.3733 -0.2325 -2.3114
H -2.5324 1.0358 -4.9256
H -2.9580 -0.6909 -4.9569
H -1.3350 -0.1652 -5.4501
S 5.2246 1.2111 -0.9228
C 3.5635 0.7383 -0.6760
C 2.8692 0.8373 0.5280
C 1.5476 0.4383 0.5687
N 0.8834 -0.0296 -0.4905
C 1.5576 -0.1441 -1.6423
C 2.8769 0.2172 -1.7781
C 5.7176 1.7091 0.7186
C 6.3316 0.8071 1.5707
C 6.7025 1.2609 2.8318
N 6.4989 2.5043 3.2503
C 5.9191 3.3612 2.4174
C 5.5123 3.0158 1.1347
H 3.3438 1.2012 1.4274
H 0.9915 0.4687 1.4966
H 1.0168 -0.5564 -2.4816
H 3.3739 0.0902 -2.7306
H 6.5132 -0.2154 1.2697
H 7.1900 0.5932 3.5323
H 5.7726 4.3701 2.7852
H 5.0559 3.7476 0.4820
*
```

Computed properties:
**F_max**: 0.0122 hartree/bohr
**Total energy**: -3246.67780 hartree
**Lowest unoccupied orbital energy (spin up / spin down)**: -2.842 / -2.691 eV
**<S²>**: 2.02
**Gap between HOMO and LUMO (spin up / spin down)**: 7.9 / 8.0 eV

5.
Molecular formula: C23H34IrNO2P2
Method: DFT, ωB97M-V/def2-TZVPD

Geometry as ORCA input:
```
! wB97M-V def2-TZVPD RIJCOSX def2/J DEFGRID3
* xyz 1 6
C -1.0410 2.6005 -3.0278
C -1.0796 1.5493 -2.0842
N 0.0919 1.1883 -1.4560
C 1.2477 1.8307 -1.6853
C 1.3045 2.8680 -2.6147
C 0.1494 3.2584 -3.2895
C -2.2637 0.7914 -1.8216
P -2.2665 -0.2358 -0.3441
Ir -0.0066 -0.3211 0.0668
P 2.2955 -0.2039 -0.0930
C 2.4758 1.4468 -0.8938
C -0.1754 -1.8953 1.3768
C -0.7567 -1.7443 2.6385
C -0.6967 -2.7926 3.5608
C -0.1532 -4.0255 3.1946
C 0.3303 -4.2049 1.8977
C 0.3237 -3.1466 0.9865
O -1.5935 -0.9200 -4.0431
O 0.8228 -1.3685 -3.4590
H -1.9782 2.8670 -3.5127
H 2.2687 3.3412 -2.7826
H 0.1864 4.0779 -4.0063
C -3.2432 0.4036 1.0511
C -3.0733 -1.7729 -0.8551
H 3.3555 1.4121 -1.5498
H 2.6685 2.1866 -0.1005
H -2.0443 -0.2698 -3.4164
H -3.2050 1.2016 -2.1963
C 3.2874 -0.2474 1.3977
C 3.0226 -1.3487 -1.2779
H -1.2326 -0.7996 2.9098
H -1.0774 -2.6338 4.5708
H -0.1100 -4.8399 3.9153
H 0.7147 -5.1763 1.5843
H 0.6996 -3.2788 -0.0292
H -0.3286 -1.3842 -1.4174
H 1.1372 -2.1382 -3.9559
H -0.1299 -1.1528 -3.7750
H -1.8735 -0.7223 -4.9392
H 0.6150 -1.4019 -1.0214
H -4.2749 0.5994 0.7253
H -3.2494 -0.3437 1.8589
H -2.7971 1.3299 1.4358
H -4.1498 -1.5889 -0.9895
H -2.6402 -2.1151 -1.8054
H -2.9281 -2.5394 -0.0824
H 4.0645 -1.0402 -1.4583
H 3.0029 -2.3600 -0.8444
H 2.4340 -1.3349 -2.2169
H 4.3495 -0.1349 1.1302
H 2.9869 0.5550 2.0842
H 3.1266 -1.2201 1.8857
C 0.2416 3.3622 3.3775
C 0.7142 2.0901 3.7052
C 0.5985 1.0390 2.7898
C 0.0068 1.2520 1.5530
C -0.5168 2.5033 1.2422
C -0.3706 3.5712 2.1397
H 0.3404 4.1868 4.0865
H 1.1772 1.9067 4.6775
H 0.9785 0.0494 3.0511
H -1.0228 2.6781 0.2936
H -0.7401 4.5559 1.8578
*
```

Computed properties:
**F_max**: 0.0712 hartree/bohr
**Total energy**: -1888.56280 hartree
**Lowest unoccupied orbital energy (spin up / spin down)**: -1.910 / -6.770 eV
**<S²>**: 8.80
**Gap between HOMO and LUMO (spin up / spin down)**: 4.5 / 4.2 eV

6.
Molecular formula: CH2N2O3S
Method: DFT, ωB97M-V/def2-TZVPD

Geometry as ORCA input:
```
! wB97M-V def2-TZVPD RIJCOSX def2/J DEFGRID3
* xyz 0 3
C -1.2220 -0.3123 -0.1593
N 0.9334 0.0874 -0.3186
N -0.2038 0.2965 -0.7723
O -1.5428 -1.6807 -2.6045
O -2.5258 -2.5667 -0.4746
O -2.4479 -0.0296 -0.8245
S -1.9217 -1.5232 -1.2020
H -1.2848 -0.6892 1.0639
H 1.6512 0.3411 -1.0152
*
```

Computed properties:
**F_max**: 0.0770 hartree/bohr
**Total energy**: -772.48312 hartree
**Lowest unoccupied orbital energy (spin up / spin down)**: 0.626 / -2.750 eV
**<S²>**: 2.01
**Gap between HOMO and LUMO (spin up / spin down)**: 8.9 / 8.0 eV

7.
Molecular formula: C29H19N4O8PtS3
Method: DFT, ωB97M-V/def2-TZVPD

Geometry as ORCA input:
```
! wB97M-V def2-TZVPD RIJCOSX def2/J DEFGRID3
* xyz -1 3
Pt -0.3508 -0.6977 0.0683
O -0.9673 0.5314 -1.7515
C -1.7519 0.1342 -2.6699
C -1.5943 0.6895 -3.9718
C -2.3961 0.3391 -5.0209
C -3.4186 -0.5892 -4.8485
C -3.6073 -1.1520 -3.6075
C -2.8063 -0.8240 -2.5044
C -3.0099 -1.5141 -1.2465
N -2.2304 -1.5360 -0.1681
C -2.7443 -2.4190 0.7269
C -3.8899 -2.9378 0.2130
N -4.0502 -2.3623 -1.0196
H -0.8136 1.4234 -4.0967
H -2.2230 0.7714 -5.9958
H -4.0476 -0.8698 -5.6813
H -4.3883 -1.8944 -3.5031
H -2.2515 -2.5845 1.6652
H -4.5749 -3.6635 0.5981
H -4.8225 -2.5078 -1.6467
O 0.7304 -2.4740 -0.0586
C 1.8294 -1.8433 -0.6081
C 1.6992 -1.9342 -2.1126
C 2.4899 -1.5088 -3.1340
C 1.9422 -1.8119 -4.3991
C 0.7601 -2.4736 -4.3077
S 0.2797 -2.7324 -2.6732
C 1.7620 -0.3662 -0.1570
C 1.8362 0.7659 -0.9744
C 2.1394 1.9339 -0.2720
C 2.3615 1.7254 1.0601
S 2.2213 0.0717 1.4966
C 3.1485 -2.4440 -0.2089
C 4.3739 -1.8577 -0.3000
C 5.4155 -2.7095 0.1229
C 4.9587 -3.9211 0.5281
S 3.2439 -4.0466 0.4058
H 3.4195 -0.9893 -2.9912
H 2.4155 -1.5403 -5.3262
H 0.1442 -2.8367 -5.1070
H 1.6439 0.7348 -2.0322
H 2.1979 2.9081 -0.7235
H 2.5887 2.4618 1.8085
H 4.5075 -0.8490 -0.6465
H 6.4531 -2.4289 0.1134
H 5.5230 -4.7548 0.8972
O -1.5684 -0.2145 2.5458
C -1.2279 0.9168 2.1943
O -0.8534 1.2097 1.0163
C -1.1205 2.0477 3.1951
C -1.8617 2.1272 4.3666
C -1.5932 3.1706 5.2678
C -0.5599 4.0709 5.0517
C 0.1882 3.9580 3.8921
C -0.1258 2.9809 2.9438
N 1.3020 4.8051 3.6764
O 1.4617 5.7755 4.4133
O 2.0728 4.5093 2.7595
N -2.3608 3.3041 6.4576
O -3.2708 2.5061 6.6597
O -2.0781 4.2175 7.2296
H -2.6321 1.4094 4.5972
H -0.3397 4.8408 5.7760
H 0.4215 2.9487 2.0180
*
```

Computed properties:
**F_max**: 0.0450 hartree/bohr
**Total energy**: -3251.18940 hartree
**Lowest unoccupied orbital energy (spin up / spin down)**: 0.931 / 0.932 eV
**<S²>**: 2.04
**Gap between HOMO and LUMO (spin up / spin down)**: 4.3 / 5.5 eV

8.
Molecular formula: C15H23NO
Method: DFT, ωB97M-V/def2-TZVPD

Geometry as ORCA input:
```
! wB97M-V def2-TZVPD RIJCOSX def2/J DEFGRID3
* xyz 0 1
C 3.7298 -2.7455 0.0200
H 4.4057 -3.2618 0.5099
H 3.7858 -2.8869 -1.0323
H 2.7608 -3.3485 0.1333
C 3.6261 -1.4484 0.1830
C 5.0318 -0.5985 0.0491
H 5.0648 0.5278 0.3907
H 5.7318 -1.2251 0.5752
H 5.1241 -0.7630 -0.9799
H 3.4410 -1.3030 1.4343
C 2.4296 -0.7647 -0.1178
C 1.1367 -1.4733 0.1730
O 0.4950 -2.1069 -0.8090
N 0.6902 -0.9227 1.4283
H 1.2637 -0.4109 1.8095
C -0.3639 -1.3443 2.0022
H -0.9031 -1.9878 1.1075
H -0.1344 -1.9437 2.8475
C -1.5943 -0.3236 2.4098
C -2.2091 0.3494 1.3057
H -3.0257 0.8340 1.5927
H -2.6436 -0.4894 0.8627
C -1.4509 1.0942 0.3232
C -2.2326 1.7670 -0.7218
C -3.0876 2.6602 -0.6093
C -3.8716 3.4495 -1.6215
C -3.9993 2.7498 -2.9338
C -3.5827 1.4192 -2.8395
C -2.4908 1.0128 -1.9758
H -2.1366 0.0716 -2.1759
H -3.7576 0.8382 -3.7820
H -4.7473 2.9913 -3.5754
H -4.2797 4.4120 -1.4250
H -2.6542 3.4703 0.1158
H -0.8384 1.8758 0.6716
H -0.8085 0.4242 -0.0960
H -2.2223 -0.8322 3.0395
H -0.7775 0.7215 2.9712
H 2.5686 -0.8468 -1.3422
H 2.5261 0.3586 0.0817
*
```

Computed properties:
**F_max**: 0.2766 hartree/bohr
**Total energy**: -714.95368 hartree
**Lowest unoccupied orbital energy**: 0.591 eV
**Gap between HOMO and LUMO**: 9.1 eV

9.
Molecular formula: C4H12
Method: DFT, ωB97M-V/def2-TZVPD

Geometry as ORCA input:
```
! wB97M-V def2-TZVPD RIJCOSX def2/J DEFGRID3
* xyz 0 1
C -0.3764 -0.3552 1.6140
C -1.2202 0.3952 2.7195
H -0.7061 -0.2112 0.5577
H 0.6988 -0.1587 1.7318
H -0.5007 -1.4559 1.6166
H -1.2366 -0.3780 3.4719
H -2.1896 0.5839 2.2454
H -0.6459 1.2644 3.0548
C 0.5051 0.3419 -1.5142
C 1.1007 -0.2771 -2.7504
H 1.1102 1.1294 -1.0508
H -0.4887 0.6932 -1.7194
H 0.3211 -0.3252 -0.7003
H 1.7321 -1.1374 -2.5565
H 0.2913 -0.6319 -3.3998
H 1.6049 0.5227 -3.3204
*
```

Computed properties:
**F_max**: 0.0531 hartree/bohr
**Total energy**: -159.55607 hartree
**Lowest unoccupied orbital energy**: 1.116 eV
**Gap between HOMO and LUMO**: 12.2 eV

10.
Molecular formula: C49H40F15GeS2SbSe4Y
Method: DFT, ωB97M-V/def2-TZVPD

Geometry as ORCA input:
```
! wB97M-V def2-TZVPD RIJCOSX def2/J DEFGRID3
* xyz 1 1
Y -0.0355 0.5241 -1.1992
C 1.2490 3.6754 -1.9049
C 1.1583 3.9435 -0.5148
C -0.0372 3.4255 -0.0588
C -0.7288 2.8085 -1.1569
C 0.0942 3.0189 -2.3176
H 2.0751 3.9611 -2.5428
H 1.9180 4.4345 0.0792
H -0.4341 3.4974 0.9453
H -1.8124 2.8187 -1.2115
H -0.2099 2.8248 -3.3378
C -1.6496 -1.8018 -4.5781
Se -0.3089 -0.4525 -4.2222
C 1.2204 -1.4419 -4.9005
C 2.4108 -0.5068 -4.9222
Se 2.7186 0.1858 -3.1253
C 3.7209 1.7650 -3.6344
H -1.4558 -2.6862 -3.9795
H -1.6344 -2.0234 -5.6422
H -2.6110 -1.3824 -4.3006
H 0.9645 -1.7657 -5.9062
H 1.3880 -2.3111 -4.2702
H 2.2301 0.3389 -5.5832
H 3.3154 -1.0212 -5.2378
H 3.1247 2.3752 -4.3069
H 4.6476 1.4551 -4.1076
H 3.9287 2.3143 -2.7197
C 3.3001 -3.1915 -0.9240
Se 1.5612 -2.3946 -1.2161
C 0.3939 -3.5633 -0.1859
C 0.0347 -3.0418 1.2065
Se 0.2545 -1.1086 1.4662
C -1.1570 -0.8964 2.7754
H 3.3312 -4.1410 -1.4465
H 3.4846 -3.3148 0.1380
H 4.0260 -2.5027 -1.3488
H 0.8789 -4.5348 -0.1258
H -0.4988 -3.6569 -0.7922
H 0.6589 -3.4958 1.9702
H -1.0092 -3.2536 1.4291
H -0.8841 -1.4188 3.6888
H -2.0877 -1.2856 2.3651
H -1.2455 0.1691 2.9791
F -4.6839 -3.1990 0.4644
C -5.2688 -3.2286 -0.7428
C -5.1653 -2.1418 -1.5954
C -5.7663 -2.2619 -2.8359
F -5.6795 -1.2813 -3.7479
C -6.4688 -3.3917 -3.2071
F -7.0430 -3.4778 -4.4031
C -6.5614 -4.4483 -2.3241
F -7.2260 -5.5425 -2.6696
C -5.9561 -4.3739 -1.0834
F -6.0367 -5.4047 -0.2465
Ge -3.9846 -0.6770 -1.1010
S -1.9743 -1.4647 -1.1656
C -4.4237 0.9080 -2.1686
C -3.5185 1.6071 -2.9360
F -2.2456 1.1595 -3.0380
C -3.8325 2.7576 -3.6280
F -2.9194 3.3969 -4.3527
C -5.1270 3.2355 -3.5560
F -5.4647 4.3335 -4.2146
C -6.0729 2.5667 -2.8003
F -7.3147 3.0325 -2.7391
C -5.7078 1.4229 -2.1222
F -6.6547 0.7998 -1.4085
C -4.4206 0.0088 0.6896
C -5.6048 -0.2062 1.3767
F -6.5522 -1.0097 0.8883
C -5.8723 0.3998 2.5909
F -7.0149 0.1755 3.2294
C -4.9397 1.2549 3.1456
F -5.1865 1.8453 4.3077
C -3.7466 1.4916 2.4922
F -2.8305 2.2987 3.0343
C -3.5184 0.8643 1.2875
F -2.3251 1.1103 0.6982
S 2.5240 1.0693 -0.1077
Sb 3.3706 0.5988 1.9652
C 2.1155 1.2632 3.4908
C 2.0356 0.6026 4.7145
C 1.1835 1.0962 5.6960
C 0.4296 2.2391 5.4534
C 0.5209 2.8976 4.2327
C 1.3676 2.4127 3.2437
C 4.0773 -1.3208 2.4617
C 3.2808 -2.2868 3.0759
C 3.8262 -3.5218 3.4040
C 5.1593 -3.7952 3.1188
C 5.9560 -2.8283 2.5216
C 5.4205 -1.5869 2.1994
C 5.0963 1.7726 2.0142
C 5.3716 2.5629 3.1277
C 6.5164 3.3512 3.1381
C 7.3748 3.3414 2.0479
C 7.0940 2.5559 0.9357
C 5.9493 1.7719 0.9107
H 2.6264 -0.2846 4.9093
H 1.1119 0.5908 6.6516
H -0.2312 2.6209 6.2226
H -0.0651 3.7908 4.0511
H 1.4259 2.9100 2.2811
H 2.2512 -2.0717 3.3124
H 3.2117 -4.2709 3.8898
H 5.5806 -4.7599 3.3746
H 7.0005 -3.0322 2.3204
H 6.0547 -0.8344 1.7462
H 4.7036 2.5705 3.9819
H 6.7332 3.9757 3.9955
H 8.2672 3.9542 2.0615
H 7.7631 2.5620 0.0840
H 5.7155 1.1805 0.0326
*
```

Computed properties:
**F_max**: 0.0206 hartree/bohr
**Total energy**: -16146.56948 hartree
**Lowest unoccupied orbital energy**: -2.198 eV
**Gap between HOMO and LUMO**: 7.8 eV